1.
{"formula": "C26H52Br12O6", "method": "ωB97M-V with the def2-TZVPD basis set", "species": ["C", "C", "O", "C", "H", "H", "H", "H", "H", "H", "C", "C", "O", "C", "H", "H", "H", "H", "H", "H", "O", "C", "O", "C", "C", "C", "H", "H", "H", "H", "H", "H", "H", "H", "O", "C", "O", "C", "C", "C", "H", "H", "H", "H", "H", "H", "H", "H", "Br", "C", "C", "Br", "H", "H", "H", "H", "Br", "C", "C", "Br", "H", "H", "H", "H", "Br", "C", "C", "Br", "H", "H", "H", "H", "Br", "C", "C", "Br", "H", "H", "H", "H", "Br", "C", "C", "Br", "H", "H", "H", "H", "Br", "C", "C", "Br", "H", "H", "H", "H"], "xyz": [[3.750, -2.453, -3.104], [4.169, -1.103, -2.667], [3.341, -0.539, -1.918], [5.565, -0.645, -3.059], [3.473, -2.343, -4.153], [2.895, -2.812, -2.530], [4.627, -3.087, -2.977], [5.804, 0.221, -2.441], [5.763, -0.445, -4.112], [6.263, -1.388, -2.675], [-1.159, 2.540, 2.982], [-0.390, 2.424, 4.245], [-0.732, 1.562, 5.046], [0.794, 3.278, 4.506], [-1.673, 3.501, 2.962], [-1.852, 1.702, 2.911], [-0.452, 2.403, 2.163], [0.418, 4.264, 4.780], [1.541, 3.286, 3.713], [1.253, 2.827, 5.386], [-0.605, 0.157, -1.132], [0.096, 0.550, -0.272], [0.225, -0.084, 0.958], [-0.488, -1.308, 1.234], [0.388, -1.982, 2.295], [0.931, 1.781, -0.390], [-0.583, -2.028, 0.422], [-1.437, -1.195, 1.758], [0.071, -2.986, 2.578], [0.320, -1.441, 3.239], [1.417, -2.040, 1.940], [1.270, 1.847, 0.644], [0.277, 2.593, -0.709], [1.699, 1.554, -1.128], [0.997, 3.518, -2.910], [1.266, 3.595, -4.096], [0.664, 2.984, -5.079], [-0.686, 2.527, -4.914], [-1.666, 3.694, -5.230], [2.425, 4.275, -4.635], [-0.817, 2.090, -3.924], [-0.857, 1.801, -5.709], [-1.201, 4.521, -5.766], [-2.040, 4.106, -4.293], [-2.520, 3.372, -5.827], [2.760, 3.859, -5.585], [3.242, 4.194, -3.918], [2.216, 5.345, -4.661], [-4.123, 2.559, 0.238], [-4.243, 0.905, -0.920], [-3.686, 0.938, -2.362], [-4.543, 2.155, -3.678], [-5.318, 0.752, -1.022], [-3.849, 0.040, -0.386], [-3.831, -0.060, -2.775], [-2.657, 1.278, -2.476], [1.410, -3.217, 6.167], [-0.249, -4.328, 6.094], [0.032, -5.785, 6.330], [-1.726, -6.816, 6.203], [-0.649, -4.245, 5.083], [-0.889, -3.990, 6.908], [0.507, -5.876, 7.307], [0.692, -6.173, 5.554], [0.878, -8.016, -1.376], [-0.074, -7.398, 0.283], [0.697, -6.148, 0.759], [0.071, -5.550, 2.703], [-0.086, -8.113, 1.105], [-1.107, -7.210, -0.010], [0.574, -5.289, 0.098], [1.779, -6.265, 0.816], [-3.855, -2.793, 5.776], [-4.387, -0.883, 5.545], [-3.399, -0.184, 4.557], [-3.805, -1.041, 2.778], [-4.393, -0.377, 6.511], [-5.444, -0.880, 5.280], [-2.364, -0.399, 4.823], [-3.620, 0.883, 4.576], [0.699, 5.560, 1.513], [1.394, 5.515, -0.263], [1.688, 6.916, -0.542], [2.557, 7.105, -2.261], [0.589, 5.097, -0.868], [2.314, 4.932, -0.215], [2.406, 7.382, 0.133], [0.830, 7.589, -0.538], [-0.367, -3.539, -2.079], [0.027, -2.824, -3.845], [-0.380, -1.358, -3.944], [-0.094, -1.060, -5.890], [-0.544, -3.445, -4.536], [1.087, -3.044, -3.968], [0.135, -0.625, -3.324], [-1.444, -1.165, -3.807]], "relative_energy_kj_mol": 67.4, "lumo_energy_ev": 0.067, "gap_ev": 9.64, "energy_ha": -32361.43881, "e_homo_ev": -9.57, "fmax_ev_per_a": 3.33, "smiles": "CCOC(C)=O.CCOC(C)=O.CC(C)=O.CC(C)=O.BrCCBr.BrCCBr.BrCCBr.BrCCBr.BrCCBr.BrCCBr"}

2.
{"formula": "C26H53Br22ClN5", "method": "ωB97M-V with the def2-TZVPD basis set", "species": ["C", "N", "C", "N", "N", "C", "N", "C", "N", "Cl", "H", "H", "H", "H", "H", "H", "H", "H", "H", "Br", "C", "C", "Br", "H", "H", "H", "H", "Br", "C", "C", "Br", "H", "H", "H", "H", "Br", "C", "C", "Br", "H", "H", "H", "H", "Br", "C", "C", "Br", "H", "H", "H", "H", "Br", "C", "C", "Br", "H", "H", "H", "H", "Br", "C", "C", "Br", "H", "H", "H", "H", "Br", "C", "C", "Br", "H", "H", "H", "H", "Br", "C", "C", "Br", "H", "H", "H", "H", "Br", "C", "C", "Br", "H", "H", "H", "H", "Br", "C", "C", "Br", "H", "H", "H", "H", "Br", "C", "C", "Br", "H", "H", "H", "H"], "xyz": [[1.687, -2.699, 1.567], [1.779, -2.060, 0.224], [0.507, -2.181, -0.560], [-0.583, -1.477, 0.121], [-0.595, -0.099, 0.034], [-1.728, 0.454, 0.690], [-2.484, -0.711, 1.292], [-1.708, -1.836, 0.903], [-2.033, -3.083, 1.261], [-1.209, -4.533, 0.938], [2.268, -2.022, 2.288], [0.647, -2.782, 1.995], [2.255, -3.684, 1.535], [2.577, -2.387, -0.325], [0.720, -1.591, -1.523], [0.281, -3.235, -0.904], [0.143, 0.413, -0.459], [-2.027, 1.540, 0.813], [-2.899, -3.174, 1.818], [4.830, -1.695, 4.149], [4.066, -2.162, 5.879], [3.309, -3.463, 5.803], [1.578, -3.215, 4.945], [3.447, -1.321, 6.190], [4.918, -2.251, 6.554], [3.083, -3.837, 6.802], [3.834, -4.235, 5.242], [-4.269, -1.861, -3.154], [-4.893, -0.036, -2.864], [-3.811, 0.829, -2.273], [-3.585, 0.461, -0.364], [-5.782, -0.102, -2.237], [-5.176, 0.327, -3.851], [-4.087, 1.883, -2.332], [-2.838, 0.686, -2.742], [9.149, -0.010, -0.330], [8.513, -0.491, 1.450], [7.765, -1.799, 1.429], [5.974, -1.563, 0.703], [7.912, 0.343, 1.809], [9.411, -0.574, 2.058], [7.616, -2.177, 2.442], [8.254, -2.565, 0.829], [-4.029, 0.282, -6.191], [-4.152, 1.928, -7.228], [-4.058, 3.140, -6.336], [-5.729, 3.460, -5.385], [-5.080, 1.878, -7.796], [-3.309, 1.894, -7.918], [-3.892, 4.040, -6.929], [-3.277, 3.058, -5.581], [-7.679, 0.326, 2.798], [-6.300, 0.618, 4.143], [-4.931, 0.305, 3.598], [-4.624, -1.617, 3.514], [-6.567, 0.014, 5.009], [-6.377, 1.674, 4.405], [-4.155, 0.687, 4.262], [-4.767, 0.697, 2.594], [7.625, -3.364, 5.516], [9.449, -2.794, 5.906], [9.486, -1.369, 6.404], [9.271, -0.094, 4.952], [10.031, -2.954, 5.000], [9.800, -3.475, 6.683], [10.460, -1.141, 6.839], [8.707, -1.150, 7.134], [-6.708, 4.787, -11.328], [-5.276, 5.053, -10.035], [-3.929, 4.736, -10.636], [-3.640, 2.812, -10.754], [-5.514, 4.440, -9.166], [-5.334, 6.106, -9.759], [-3.126, 5.106, -9.996], [-3.800, 5.138, -11.640], [5.921, 4.172, -3.767], [6.531, 3.923, -1.933], [6.200, 2.542, -1.428], [4.313, 2.394, -0.957], [6.083, 4.718, -1.339], [7.611, 4.068, -1.972], [6.740, 2.330, -0.506], [6.408, 1.756, -2.154], [1.394, -10.704, 1.272], [0.490, -9.149, 2.018], [0.160, -8.141, 0.945], [1.741, -7.130, 0.415], [1.135, -8.750, 2.799], [-0.423, -9.540, 2.470], [-0.542, -7.396, 1.322], [-0.246, -8.592, 0.041], [-7.741, 1.866, -2.044], [-8.321, 3.698, -1.722], [-7.201, 4.532, -1.153], [-6.922, 4.149, 0.738], [-9.193, 3.646, -1.073], [-8.623, 4.077, -2.700], [-7.452, 5.593, -1.194], [-6.247, 4.370, -1.653], [-2.898, 3.892, 1.945], [-1.531, 4.187, 3.306], [-0.153, 3.892, 2.770], [0.164, 1.972, 2.672], [-1.799, 3.571, 4.164], [-1.621, 5.239, 3.577], [0.613, 4.275, 3.444], [0.016, 4.294, 1.771]], "lumo_energy_ev": -2.065, "gap_ev": 9.04, "energy_ha": -58384.37107, "charge": 1, "e_homo_ev": -11.10, "fmax_ev_per_a": 5.81}

3.
{"formula": "C26H53BrCaCl4FMgN4NaO9P2", "method": "ωB97M-V with the def2-TZVPD basis set", "species": ["C", "C", "C", "C", "C", "C", "C", "C", "O", "C", "C", "N", "C", "C", "O", "C", "N", "C", "C", "C", "N", "O", "P", "C", "C", "N", "H", "H", "H", "H", "H", "H", "H", "H", "H", "H", "H", "H", "H", "H", "H", "H", "H", "H", "H", "H", "H", "H", "H", "H", "H", "H", "H", "H", "H", "H", "H", "H", "H", "H", "C", "O", "H", "H", "H", "H", "Cl", "C", "C", "Cl", "H", "H", "H", "H", "F", "C", "C", "C", "O", "H", "H", "H", "H", "H", "H", "H", "Na", "Ca", "Cl", "C", "C", "Cl", "H", "H", "H", "H", "O", "P", "O", "O", "O", "Mg", "Br"], "xyz": [[3.550, 1.176, 2.078], [3.975, 0.344, 1.137], [3.431, 0.294, -0.314], [4.601, -0.262, -1.118], [4.416, -0.222, -2.642], [3.141, -0.884, -3.159], [3.084, -0.994, -4.683], [3.266, 0.377, -5.379], [2.762, 1.432, -4.581], [1.811, 2.256, -5.253], [2.870, 1.678, -0.679], [1.452, 1.622, -0.304], [0.573, 2.168, -1.375], [-0.601, 1.282, -1.781], [-1.705, 1.757, -1.816], [1.190, 0.326, 0.187], [0.216, -0.118, 0.924], [0.289, -1.561, 1.262], [-0.237, -2.368, 0.061], [-1.693, -2.033, -0.188], [-2.067, -1.731, -1.547], [-2.511, -2.032, 0.689], [-1.138, 0.924, 1.500], [-1.926, 0.204, 2.966], [-0.491, 2.540, 2.044], [2.227, -0.506, -0.196], [3.709, 0.896, 3.113], [3.016, 2.096, 1.877], [4.779, -0.351, 1.358], [4.853, -1.252, -0.739], [5.452, 0.376, -0.890], [5.253, -0.789, -3.070], [4.545, 0.791, -3.021], [2.247, -0.332, -2.857], [3.057, -1.887, -2.722], [3.808, -1.720, -5.057], [2.095, -1.366, -4.967], [2.783, 0.308, -6.354], [4.344, 0.510, -5.519], [1.201, 1.670, -5.941], [1.163, 2.684, -4.487], [2.335, 3.079, -5.743], [3.386, 2.490, -0.169], [3.071, 1.838, -1.742], [0.159, 3.119, -1.017], [1.125, 2.411, -2.285], [-0.482, 0.218, -2.061], [-0.353, -1.831, 2.106], [1.294, -1.861, 1.543], [0.337, -2.220, -0.852], [-0.196, -3.423, 0.350], [-2.839, -1.072, -1.460], [-2.478, -2.580, -1.930], [-1.235, 0.216, 3.809], [-2.810, 0.793, 3.209], [-2.214, -0.831, 2.812], [-1.262, 2.988, 2.671], [-0.402, 3.150, 1.152], [0.453, 2.439, 2.581], [2.040, -1.232, -0.868], [7.475, -1.976, 0.250], [7.117, -0.648, 0.630], [6.625, -2.625, 0.453], [7.713, -2.021, -0.816], [8.333, -2.324, 0.829], [7.875, -0.085, 0.449], [1.027, 5.476, -1.800], [-0.495, 6.406, -1.796], [-0.765, 7.010, -0.427], [-1.159, 5.671, 0.867], [-1.303, 5.744, -2.094], [-0.401, 7.186, -2.558], [-1.647, 7.688, -0.482], [0.098, 7.602, -0.052], [-0.555, -1.690, 4.424], [-4.601, -6.128, 3.482], [-3.459, -5.134, 3.789], [-3.010, -4.447, 2.509], [-2.446, -5.803, 4.339], [-4.271, -6.916, 2.808], [-4.973, -6.595, 4.395], [-5.444, -5.620, 3.011], [-3.917, -4.298, 4.380], [-2.585, -5.279, 1.737], [-2.212, -3.720, 2.679], [-3.832, -3.914, 2.017], [0.325, -3.395, 5.417], [-3.466, 6.935, 0.648], [-7.722, -5.013, 3.871], [-8.909, -6.256, 3.394], [-8.329, -7.648, 3.431], [-7.105, -7.906, 2.161], [-9.277, -6.005, 2.403], [-9.739, -6.185, 4.096], [-9.120, -8.376, 3.259], [-7.867, -7.862, 4.391], [-0.908, 10.141, 0.011], [-1.782, 10.190, -1.332], [-0.869, 9.488, -2.407], [-2.166, 11.582, -1.714], [-3.004, 9.277, -1.072], [-0.130, 9.042, -1.151], [-1.837, -6.560, 0.905]], "lumo_energy_ev": -3.194, "gap_ev": 1.18, "energy_ha": -8155.64482, "e_homo_ev": -4.37, "fmax_ev_per_a": 15.11}

4.
{"formula": "C26H53ClOP2Si2Sn", "method": "ωB97M-V with the def2-TZVPD basis set", "species": ["Sn", "C", "C", "C", "Si", "C", "C", "Si", "H", "H", "H", "Cl", "C", "C", "C", "C", "H", "H", "H", "H", "H", "H", "H", "H", "H", "H", "H", "H", "C", "C", "P", "H", "H", "P", "H", "H", "C", "C", "C", "C", "C", "H", "C", "H", "H", "H", "H", "H", "H", "H", "C", "C", "H", "H", "H", "H", "H", "H", "H", "C", "C", "H", "H", "H", "H", "H", "H", "C", "C", "H", "H", "H", "H", "H", "H", "H", "C", "H", "H", "H", "C", "C", "O", "H", "H", "H"], "xyz": [[0.328, 0.056, 0.875], [2.213, -0.161, -1.515], [1.488, -1.350, -1.808], [0.317, -0.945, -2.522], [2.069, -3.057, -1.305], [0.320, 0.472, -2.629], [1.491, 0.976, -1.983], [2.085, 2.735, -1.756], [3.187, -0.128, -1.042], [-0.426, -1.619, -2.934], [-0.421, 1.079, -3.140], [-2.474, 0.078, 0.955], [3.938, 2.706, -1.596], [1.526, 3.748, -3.214], [3.924, -3.033, -1.184], [1.475, -4.291, -2.567], [2.137, 3.452, -4.080], [1.699, 4.815, -3.019], [0.471, 3.602, -3.476], [4.260, 2.143, -0.710], [4.311, 3.737, -1.519], [4.377, 2.239, -2.488], [2.031, -4.110, -3.498], [0.403, -4.219, -2.790], [1.697, -5.311, -2.224], [4.353, -2.739, -2.152], [4.284, -4.040, -0.930], [4.270, -2.327, -0.417], [1.387, 3.463, -0.139], [1.390, -3.481, 0.425], [-0.272, 2.852, 0.323], [1.379, 4.563, -0.231], [2.089, 3.210, 0.673], [-0.256, -2.774, 0.793], [2.107, -3.096, 1.169], [1.369, -4.580, 0.528], [-0.747, -3.432, 2.481], [-1.362, -3.742, -0.381], [-1.352, 3.605, -1.021], [-0.776, 3.813, 1.855], [-0.743, 2.915, 3.101], [-1.826, 4.087, 1.655], [0.039, 5.084, 2.096], [1.100, 4.861, 2.253], [-0.342, 5.572, 3.004], [-0.048, 5.809, 1.279], [-1.342, 2.003, 2.973], [-1.157, 3.473, 3.952], [0.287, 2.629, 3.364], [-0.900, 3.241, -1.958], [-1.339, 5.137, -1.030], [-2.784, 3.063, -0.932], [-0.341, 5.566, -1.189], [-1.756, 5.553, -0.102], [-1.974, 5.486, -1.855], [-2.827, 1.993, -1.172], [-3.417, 3.603, -1.649], [-3.213, 3.201, 0.070], [-0.913, -3.565, -1.373], [-2.784, -3.169, -0.385], [-1.372, -5.249, -0.105], [-0.384, -5.717, -0.194], [-2.026, -5.735, -0.843], [-1.781, -5.477, 0.889], [-2.813, -2.159, -0.811], [-3.209, -3.122, 0.627], [-3.430, -3.818, -0.992], [-0.689, -2.324, 3.543], [0.067, -4.644, 2.938], [-1.801, -3.730, 2.349], [1.132, -4.403, 3.028], [-0.041, -5.507, 2.273], [-0.295, -4.951, 3.929], [0.346, -1.995, 3.726], [-1.080, -2.719, 4.491], [-1.295, -1.450, 3.266], [-4.672, 0.072, 0.798], [-4.985, 0.142, 1.842], [-4.847, -0.895, 0.316], [-4.848, 0.956, 0.188], [2.546, 0.390, 3.311], [2.589, 0.124, 1.859], [3.541, -0.079, 1.142], [1.514, 0.310, 3.689], [2.902, 1.417, 3.515], [3.171, -0.341, 3.855]], "relative_energy_kj_mol": 0.0, "lumo_energy_ev": [-0.399, -0.405], "gap_ev": [5.69, 5.68], "energy_ha": -3033.84970, "e_homo_ev": [-6.08, -6.08], "fmax_ev_per_a": 3.10}